Density functional theory data (ωB97M-V with the def2-TZVPD basis set) for a structure of composition C28H44Cl5N2O4PRhS2 in a non-equilibrium geometry.

Each line ends with the Mulliken charge.
Element x y z (Å)
1 S 1.84787 -1.96691 -1.24625  1.0502
2 H 4.43815 -3.08056 0.10545  0.2659
3 H 3.12541 3.35456 -3.15139  0.3627
4 C -3.63985 -0.75945 -2.58408  -0.5879
5 H -2.95134 0.82026 -5.56255  0.4794
6 C 1.45073 4.45799 -2.40127  -0.9697
7 C -2.63752 0.25316 -4.68540  -1.0336
8 H -2.41949 2.91805 -1.52003  1.1050
9 C -1.68707 -2.32092 3.03246  1.5392
10 C -1.34117 0.34090 -2.54255  -0.1523
11 H -4.01781 3.06826 1.57732  0.4303
12 Cl 1.56286 -4.08524 4.53801  -0.2095
13 C 2.63578 -3.95791 1.55668  -0.2467
14 H -4.04968 0.07921 -2.01693  -0.0172
15 H -0.36794 0.01358 -2.92450  0.6277
16 H 3.44454 -0.91247 2.82275  0.5734
17 H -3.95519 -1.46043 -4.61282  0.3126
18 C -2.01591 1.18170 -3.64516  -0.6557
19 C -1.24019 3.07241 1.74151  -0.4584
20 H -2.01119 -1.25188 -1.21953  -0.2560
21 C -2.68152 -2.60256 3.94628  -0.8856
22 H 1.99698 -4.63087 2.12385  0.6273
23 H 5.21799 -2.62180 2.93562  0.3757
24 H 3.57885 4.71641 -2.15720  0.4037
25 H 0.54209 2.94483 -3.61866  0.4258
26 C -2.33378 -3.39315 5.03890  0.8137
27 C -3.56204 2.07708 1.50463  -1.2417
28 H -4.20333 -1.64034 -2.27088  0.5825
29 C -2.25629 2.05104 2.29178  0.1196
30 H -0.79292 4.11820 -0.10687  0.3896
31 C 2.86138 3.89944 -2.24086  -0.8043
32 C 4.07070 -4.43236 1.62835  -1.1369
33 H -4.28443 1.38009 1.93475  0.5185
34 H -0.25067 2.61318 1.70718  0.0304
35 H -3.18175 0.62992 -0.02513  -0.0654
36 C 1.59263 2.59733 -0.44898  -0.8716
37 C 0.43803 3.32817 -2.60129  -1.0827
38 O 1.45010 -1.47970 -2.52795  -0.5550
39 C -0.35829 -2.71515 3.08487  -1.1395
40 H -2.45264 2.24192 3.34795  0.5511
41 H 3.57325 3.41812 -0.23222  0.5349
42 Cl -0.60560 -4.81586 6.50964  -0.1712
43 H -4.74813 0.05543 -4.25028  0.3775
44 C 3.52575 -1.59471 1.97648  -0.3621
45 H 1.22384 1.37108 -2.12321  0.6948
46 C 4.91124 -2.21268 1.97360  -0.9389
47 H 5.85231 -3.67795 0.80345  0.4139
48 H 1.40383 5.14208 -3.25010  0.5083
49 H 1.17097 3.45353 0.08010  0.3300
50 H -4.22548 1.92800 -0.54611  0.2655
51 Rh 0.48405 -1.82910 1.46542  0.0505
52 H 2.23227 -2.70335 3.06267  0.3740
53 O 1.88481 -0.95852 -0.16739  -0.2750
54 H -0.57569 3.72938 -2.52860  0.2529
55 C 0.67672 2.16562 -1.60158  0.5853
56 C 2.96569 2.96032 -1.01618  -0.7872
57 H 5.64010 -1.46976 1.65703  0.4425
58 Cl -3.51128 -3.79343 6.20881  -0.1578
59 S 0.27414 -3.08336 -0.38645  -0.4585
60 H 4.44886 -4.59599 2.63726  0.3333
61 C -2.10950 2.45211 -0.58211  0.6819
62 C -1.62208 3.57297 0.34730  -1.6997
63 C -1.01713 -3.84263 5.15650  -0.6731
64 H 1.68126 1.78583 0.27231  0.0908
65 H -2.80343 1.81836 -3.23104  0.2634
66 H 3.47376 2.03576 -1.30569  0.1776
67 N 4.90832 -3.35770 1.01025  0.0670
68 C -2.16306 -0.93491 -2.24856  -0.0780
69 H 2.32830 -4.02709 0.52837  0.1818
70 Cl -4.26861 -2.01059 3.72159  -0.1681
71 C -3.32864 1.71145 0.03723  -0.4897
72 H 4.17608 -5.34880 1.05168  0.4823
73 H -1.16220 3.93297 2.40916  0.5705
74 O 3.07848 -2.76994 -1.25521  -0.9032
75 O -0.42882 0.33734 0.08507  0.2949
76 C -3.82859 -0.51111 -4.08867  -0.8630
77 H -1.76191 -1.74671 -2.86185  0.5082
78 Cl -2.01287 -1.39973 1.59752  -0.2257
79 H -2.43656 4.29720 0.43089  0.5297
80 H -1.82936 1.04733 2.22014  -0.4346
81 P -0.80721 1.26326 -1.04662  -0.7287
82 H -1.87014 -0.44587 -5.03046  0.3573
83 H 1.18566 5.04918 -1.51992  0.3041
84 H 3.40812 -1.01614 1.07250  0.1466
85 C -0.05305 -3.50380 4.19541  1.5378
86 N 2.38962 -2.57042 2.06640  -0.3961
87 H -1.29016 1.84684 -4.11261  0.2390

Results
net charge: +1
lowest unoccupied orbital energy (alpha / beta): -0.161 / -0.161 Eh
DFT total energy: -137495.1725 eV
energy relative to the best compared isomer or geometry (same formula, charge and spin): 0.0 kcal/mol
orbital gap (alpha / beta): 0.257 / 0.257 hartree


Density functional theory data (ωB97M-V with the def2-TZVPD basis set) for a structure of composition C18H37BN3NbO5P in a non-equilibrium geometry.

Each line ends with the Mulliken charge.
Element x y z (Å)
1 C -4.57534 -1.81212 1.46656  -0.4582
2 O 1.49925 0.69545 -2.61852  -0.4248
3 H 6.54347 0.47325 -1.79971  0.2849
4 C 1.52975 3.19301 2.53552  -1.0023
5 H -6.90525 -1.87928 -1.51313  0.3311
6 C 7.11988 3.63671 -1.83700  -0.9412
7 H 8.18127 3.80174 -1.63460  0.3453
8 H -3.92309 -1.75016 -2.94384  0.3916
9 H -4.60220 -4.76058 -1.89164  0.2915
10 C -3.76883 0.45967 1.46630  -0.6876
11 H -1.27197 3.01294 0.15094  -0.0232
12 C 2.62286 -1.09496 -0.14760  -0.9348
13 H 8.06793 1.30465 -2.19447  0.3785
14 H 1.92123 2.44481 3.25557  0.3214
15 H -0.45715 -2.27278 2.38405  0.1423
16 H -3.84431 1.52316 1.23674  0.3331
17 H 3.07284 -2.00834 0.29121  0.5088
18 H 7.74103 0.76372 -0.52928  0.2823
19 H 2.17591 -1.69717 2.64974  0.4391
20 H -5.49976 -0.94210 -2.88348  0.3051
21 H -5.75591 -4.96946 -3.21807  0.2897
22 H -0.75760 0.76238 3.06331  0.2665
23 C 5.68447 2.48893 -0.22098  0.2861
24 O 2.55894 2.57247 0.26659  -0.2879
25 H 6.55640 4.50763 -1.50776  0.2983
26 H -2.02571 2.00272 2.65913  0.6142
27 H -1.36977 0.70727 -2.91424  0.2439
28 H 2.15302 -1.41660 -1.08436  0.2390
29 H -5.08252 -1.95734 -4.27977  0.3443
30 C -4.76538 -0.46079 1.16043  -0.5694
31 N -5.53725 -3.00902 -2.53383  0.1522
32 C 7.29699 1.17442 -1.43772  -0.9371
33 C -3.43090 -2.25853 2.11293  -0.8539
34 P 0.34510 1.86663 -2.18010  0.1895
35 H 6.97597 3.50681 -2.91189  0.3474
36 H -5.33424 -2.55686 1.20295  0.4136
37 H 3.10527 1.79052 0.47986  0.0958
38 B 1.40207 2.49349 1.09864  0.6969
39 H -4.16670 -4.22929 -3.53427  0.3931
40 H -5.66901 -0.10542 0.65282  0.3542
41 H -3.31100 -3.31705 2.36551  0.3576
42 C 1.93908 -0.68155 2.29579  -0.9642
43 H 0.53070 3.48529 2.89350  0.1722
44 H 1.04271 -0.07158 -2.99470  0.2363
45 N 6.67064 2.45007 -1.13998  0.1374
46 H 5.27340 3.49924 -0.06769  0.2195
47 H -1.42596 -2.67683 3.88051  0.4863
48 H 3.35586 -0.28977 -0.28401  0.0057
49 C -6.55724 -2.91553 -1.65883  0.1046
50 O 5.26331 1.52842 0.39475  -0.6875
51 C -2.57390 0.00705 2.08971  1.5792
52 H -0.66204 -1.10566 3.70354  0.3183
53 C -1.51015 1.08388 2.32931  -1.7722
54 C -4.97822 -4.31768 -2.81524  -0.9726
55 C -2.39829 -1.34675 2.44030  0.6678
56 C 1.48527 -0.67940 0.83460  1.1063
57 H 2.89962 -0.12587 2.32484  0.2742
58 C -4.98046 -1.84529 -3.19738  -1.0055
59 Nb -0.48195 1.38669 0.25933  -0.9007
60 N 0.31796 -0.50185 0.36477  -0.7576
61 H 2.21543 4.05580 2.46840  0.2484
62 C -1.16905 -1.90346 3.13779  -1.4744
63 H 1.25664 -0.14270 2.96203  0.1257
64 O -0.97891 1.54846 -3.19714  -0.4849
65 O -7.06397 -3.85204 -1.06813  -0.6253
66 H -1.97022 0.72652 -0.63858  0.1458

Results
net charge: -1
lowest unoccupied orbital energy: 0.086 Eh
DFT total energy: -45487.1075 eV
orbital gap: 0.192 hartree


Density functional theory data (ωB97M-V with the def2-TZVPD basis set) for a structure of composition C18H45F4KN2O20P3S4 in a non-equilibrium geometry.

Each line ends with the Mulliken charge.
Element x y z (Å)
1 F -3.05666 2.11202 -0.75880  -0.0586
2 H -1.31354 5.40476 -3.69162  0.3342
3 C 4.76233 -0.06594 3.94834  -1.4759
4 O -1.50651 2.99080 -2.93169  -0.1210
5 H -0.57856 1.30283 2.48948  -0.1874
6 H 5.37561 0.83875 3.93042  0.3985
7 H 2.97973 0.95264 4.42845  0.3509
8 C 4.26724 -2.27312 -0.04573  -1.7221
9 O 2.16267 -3.56812 4.27488  -0.9185
10 H 0.67947 0.04989 -7.40703  0.4076
11 N -3.90854 0.27153 0.60640  -0.0452
12 H 3.66781 3.65420 1.90758  0.3078
13 C -0.73569 3.44916 2.18165  -0.7200
14 C -0.80908 3.98018 -2.18779  0.0098
15 H -2.84458 1.40806 -5.21632  0.2611
16 H -1.81637 3.53113 2.07616  0.3289
17 O -0.26147 -3.13636 -3.55455  -0.6168
18 H -4.29884 2.50040 -3.67733  0.2587
19 C -0.00405 0.68309 -6.83892  -1.3599
20 K -1.20428 -0.40369 -0.22650  0.8290
21 O -2.31934 -4.48022 -3.50495  -0.6591
22 F -1.28720 -3.37803 0.60173  -0.0836
23 F -4.48240 -1.31903 2.24604  -0.3008
24 H 2.19592 4.53863 1.58818  0.2076
25 H -5.25323 1.22141 -4.38299  0.4696
26 C 2.92400 3.86260 1.13248  -0.0447
27 C -0.16961 -5.81546 2.96492  -0.7637
28 H 2.31583 -1.52495 0.36268  -0.2583
29 O 0.09268 1.05688 -2.27115  -0.5544
30 H 5.19586 -0.68416 3.15857  0.2227
31 C 3.55450 4.55250 -0.04316  -1.3383
32 C -1.70700 -2.22408 3.16746  -0.8020
33 P -0.88181 1.55756 -3.25043  0.5297
34 H -0.03887 -0.93070 3.48366  -0.0813
35 N -1.97874 -2.77717 -1.63570  -0.1186
36 C 1.28528 -5.99052 2.51306  -0.3925
37 H -0.32892 3.46914 1.16347  -0.1298
38 H -2.18349 -1.97892 4.11548  0.5386
39 H -0.60412 2.24612 3.97544  0.2917
40 C 0.35632 0.65282 -5.35452  0.0737
41 H 4.86049 -0.57418 4.90483  0.3929
42 S -4.66437 0.26087 1.99023  1.0065
43 C -0.45612 5.17710 -3.06257  -1.3942
44 O -4.07301 0.86302 3.16136  -0.5736
45 H -1.95870 -3.24477 2.88810  0.1679
46 P 1.96415 1.48970 1.77931  -0.1246
47 H -2.05528 -1.59798 2.34437  -0.1566
48 H 1.42804 0.74074 -5.19667  0.3758
49 H -0.15565 -5.21679 3.87557  0.2711
50 H -1.52163 4.30346 -1.41416  0.2537
51 H -4.58009 1.02121 -2.72865  0.0986
52 F -2.38076 -2.09924 -3.82191  -0.2726
53 O -0.37288 1.72671 -4.74483  -0.2783
54 C 2.88860 -2.42287 0.58531  0.8751
55 H 0.42684 4.87456 -3.62739  0.2902
56 O 1.19398 2.25681 2.99612  -0.3870
57 O 3.34970 1.01037 2.37767  -0.2916
58 C -3.17854 0.80083 -4.37338  -0.1376
59 H 0.25902 1.68170 -7.21295  0.3145
60 H 0.06545 -2.35569 4.42681  0.6107
61 O -3.88757 2.92345 1.26971  -0.6127
62 H 3.89222 5.54747 0.25742  0.4064
63 H -0.05327 3.59987 -1.49395  0.0953
64 S -1.60654 -3.32138 -3.05344  0.9317
65 O 0.38684 -3.87770 -0.94099  -0.4972
66 S -1.04547 -3.94815 -0.86358  0.9202
67 H 4.75372 -1.34311 0.24520  0.3155
68 O -2.14963 0.63051 -3.36519  0.1579
69 C -0.20751 -2.01221 3.42734  -0.4548
70 O 1.18923 0.37462 1.21307  0.6433
71 O -5.41506 2.08839 -0.50821  -0.6074
72 H 2.85487 4.71110 -0.86636  0.2347
73 H -0.68867 -5.25728 2.18782  -0.0410
74 H 4.42525 4.05475 -0.47142  0.3282
75 H -3.36089 -0.22121 -4.70504  0.3104
76 C 3.33302 0.30696 3.61411  0.5217
77 H 1.39834 -6.69208 1.68437  0.3780
78 H 2.42399 -3.31212 0.16224  0.2674
79 O 0.61585 -2.61537 2.43656  0.8548
80 H -1.05897 0.55806 -7.06082  0.3020
81 C -4.40391 1.41642 -3.72034  -1.1587
82 O 1.86928 -4.79407 2.01189  -0.2477
83 H 4.90124 -3.13851 0.14995  0.3902
84 H -0.30548 4.35589 2.61551  0.3249
85 P 1.94211 -3.41686 2.82223  0.4462
86 H -0.59847 -6.80686 3.08848  0.4595
87 H 2.65820 -0.55281 3.61171  -0.2861
88 O -1.70444 -5.22344 -0.76210  -0.6478
89 O 3.06533 -2.61172 2.00291  -0.2672
90 C -0.26129 2.24220 2.94200  0.3469
91 H 0.04077 -0.34399 -5.03076  0.0458
92 O -6.11046 0.33584 1.85579  -0.6705
93 H 4.11682 -2.28450 -1.12900  0.4076
94 S -4.25753 1.91284 0.32357  0.8365
95 H 1.89465 -6.41904 3.31530  0.2630
96 H -0.25749 6.06927 -2.47035  0.4143
97 O 2.32932 2.63251 0.71981  -0.2197

Results
net charge: -1
lowest unoccupied orbital energy: 0.069 Eh
DFT total energy: -161739.8740 eV
energy relative to the best compared isomer or geometry (same formula, charge and spin): 45.6 kcal/mol
orbital gap: 0.348 hartree


Density functional theory data (ωB97M-V with the def2-TZVPD basis set) for the molecule C21H18N4O2S3 in a non-equilibrium geometry.

Each line ends with the Mulliken charge.
Element x y z (Å)
1 H 1.08412 2.67618 -0.79110  0.3835
2 H -1.19685 5.13528 2.74964  0.3592
3 C 0.68615 1.40836 3.91956  0.4595
4 S -0.78481 4.13138 0.15510  -0.2494
5 C 0.20233 -3.76950 -1.30810  -0.5538
6 H -2.70004 -2.57199 -2.71055  0.3864
7 C 2.86274 3.38892 1.96435  0.1019
8 H 0.04935 3.01687 5.27475  0.4966
9 C -0.01634 2.59645 4.31640  -0.8713
10 N -0.43910 2.37139 2.18137  0.3250
11 S -1.80059 -0.01768 -2.62240  -0.2575
12 C -0.48662 -5.07541 -3.23316  0.1924
13 N 1.19284 2.59618 0.27706  0.1395
14 C -1.59386 4.37567 3.36471  -1.3963
15 H 0.23640 -2.36160 0.95832  0.1719
16 C -1.82968 -3.24063 -2.58554  -0.4902
17 C 4.15179 3.80766 2.31058  -0.8035
18 O -0.38790 -5.99913 -4.07867  -0.6247
19 C 5.04791 4.13214 1.20723  -0.2995
20 H -2.67827 4.29477 3.17832  0.2540
21 S -1.91316 0.49369 0.25383  -0.1177
22 C 0.23777 -0.04294 2.11275  -0.3447
23 C 0.61925 -4.86895 -2.19426  -0.4135
24 C -0.89615 -2.95944 -1.49681  0.9273
25 H 2.23581 3.05969 2.75921  0.2910
26 H 4.55430 3.90659 3.31579  0.4051
27 C 0.06816 2.91539 0.92830  -0.7056
28 H 1.02382 -3.64064 -0.51722  0.1477
29 N 0.30671 1.20639 2.65600  0.4374
30 O 1.55482 0.78014 4.48486  -0.6775
31 N -1.11401 -1.83844 -0.69471  0.1555
32 C -0.73093 3.08339 3.27056  0.5452
33 H 1.03974 -0.72688 2.54194  0.3617
34 H -1.45594 4.76004 4.36451  0.3965
35 H -2.27317 -4.22905 -4.28713  0.4767
36 H -1.52645 -2.45733 1.29173  0.2403
37 C 2.43431 3.12574 0.64281  0.6601
38 C 4.54905 4.07994 -0.08675  -0.7614
39 H 3.00940 3.23376 -1.44122  0.3402
40 C -1.67294 -0.57468 -1.06713  0.1076
41 H 5.17195 4.28206 -0.88216  0.4106
42 C 3.29374 3.37857 -0.40952  -0.6459
43 C -0.82458 -0.47778 1.26452  0.1218
44 H 6.11622 4.35833 1.37983  0.3416
45 H 1.40591 -4.38544 -2.78568  0.2660
46 H 0.95919 -5.86170 -1.77034  0.3467
47 C -0.76765 -1.90741 0.72099  -0.4741
48 C -1.60424 -4.18784 -3.48204  -0.5626

Results
net charge: 0
lowest unoccupied orbital energy: -0.025 Eh
DFT total energy: -64624.6421 eV
energy relative to the best compared isomer or geometry (same formula, charge and spin): 57.1 kcal/mol
orbital gap: 0.281 hartree